ORCA calculation (wB97M-V/def2-TZVPD) on a molecular structure, C4H7NO.

Output
relative energy (zero: lowest compared OMol25 entry of this formula, charge and spin): 572.2 kJ/mol
HOMO level: -8.73 eV
molar mass: 85.1 g mol⁻¹
LUMO level: 0.9 eV
max |F|: 0.4 eV/A

Each line ends with the natural charge from an NBO analysis.
Positions of all 13 atoms, in Å:
C  1.94  0.12  0.15  -0.16
N  1.30  0.07  -1.01  -0.50
C  0.02  0.33  -0.84  0.53
C  -0.95  -0.63  -0.57  -0.41
C  -1.71  0.48  0.11  -0.08
O  -0.55  1.34  -0.08  -0.50
H  1.76  0.89  0.90  0.19
H  2.94  -0.31  0.18  0.20
H  0.96  -0.90  0.88  -0.02
H  0.04  -1.06  0.55  0.11
H  -1.25  -1.55  -1.06  0.25
H  -2.59  0.87  -0.41  0.20
H  -1.92  0.36  1.18  0.20

---

ORCA calculation (wB97M-V/def2-TZVPD) on a single C4H7NO molecule in a non-equilibrium geometry.

Output
relative energy (zero: lowest compared OMol25 entry of this formula, charge and spin): 205.8 kJ/mol
HOMO level: -10.62 eV
molar mass: 85.1 g mol⁻¹
LUMO level: 0.9 eV
max |F|: 1.4 eV/A

Each line ends with the natural charge from an NBO analysis.
Positions of all 13 atoms, in Å:
C  -1.51  -0.62  0.18  -0.61
C  -0.19  -0.20  -0.44  -0.09
C  0.45  1.05  0.20  -0.06
O  1.79  1.25  -0.15  -0.71
C  1.98  -1.43  -0.18  0.26
N  0.83  -1.21  -0.31  -0.51
H  -1.91  -1.52  -0.30  0.23
H  -2.26  0.18  0.07  0.22
H  -1.39  -0.82  1.25  0.22
H  -0.32  -0.04  -1.52  0.22
H  0.31  0.99  1.29  0.16
H  -0.10  1.93  -0.16  0.19
H  2.31  0.45  0.06  0.47

---

ORCA calculation (wB97M-V/def2-TZVPD) on a single C4H7NO molecule in a non-equilibrium geometry.

Output
relative energy (zero: lowest compared OMol25 entry of this formula, charge and spin): 277.9 kJ/mol
HOMO level: -9.55 eV
SMILES: O[C@H]1C[C@H]2N[C@@H]12
molar mass: 85.1 g mol⁻¹
LUMO level: 1.0 eV
max |F|: 1.1 eV/A

Each line ends with the natural charge from an NBO analysis.
Positions of all 13 atoms, in Å:
O  1.83  0.76  0.37  -0.71
C  0.91  0.24  -0.54  0.10
C  0.32  -1.18  -0.20  -0.43
C  -1.03  -0.51  0.12  -0.09
N  -0.72  0.57  1.07  -0.64
C  -0.50  0.77  -0.37  -0.13
H  1.37  0.71  1.23  0.48
H  1.33  0.35  -1.54  0.19
H  0.83  -1.73  0.60  0.21
H  0.25  -1.79  -1.10  0.22
H  -2.02  -0.93  -0.05  0.21
H  -1.45  1.25  1.25  0.37
H  -1.09  1.52  -0.90  0.21

---

ORCA calculation (wB97M-V/def2-TZVPD) on a single C4H7NO molecule.

Output
relative energy (zero: lowest compared OMol25 entry of this formula, charge and spin): 169.2 kJ/mol
HOMO level: -9.73 eV
SMILES: CC(=O)[C@H]1CN1
molar mass: 85.1 g mol⁻¹
LUMO level: 1.0 eV
max |F|: 0.4 eV/A

Each line ends with the natural charge from an NBO analysis.
Positions of all 13 atoms, in Å:
C  -1.66  -0.23  -1.06  -0.72
C  -0.43  -0.63  -0.29  0.58
O  0.07  -1.73  -0.38  -0.55
C  0.22  0.47  0.50  -0.21
C  1.43  0.19  1.29  -0.24
N  1.55  0.88  0.02  -0.55
H  -1.34  0.49  -1.83  0.24
H  -2.39  0.29  -0.43  0.23
H  -2.11  -1.10  -1.55  0.24
H  -0.42  1.31  0.77  0.21
H  1.74  -0.85  1.35  0.22
H  1.64  0.80  2.17  0.20
H  1.85  0.21  -0.69  0.36

---

ORCA calculation (wB97M-V/def2-TZVPD) on a single C4H7NO molecule in a non-equilibrium geometry.

Output
relative energy (zero: lowest compared OMol25 entry of this formula, charge and spin): 375.9 kJ/mol
HOMO level: -8.74 eV
SMILES: CC1=CCNO1
molar mass: 85.1 g mol⁻¹
LUMO level: 1.0 eV
max |F|: 5.2 eV/A

Each line ends with the natural charge from an NBO analysis.
Positions of all 13 atoms, in Å:
C  -1.83  0.81  -0.04  -0.66
C  -0.35  0.34  -0.20  0.30
C  0.32  -0.83  -0.26  -0.33
C  1.80  -0.55  -0.28  -0.27
N  1.81  0.79  0.29  -0.30
O  0.69  1.44  -0.09  -0.39
H  -1.65  1.79  0.04  0.23
H  -2.18  0.45  0.88  0.23
H  -2.43  0.41  -0.91  0.23
H  -0.27  -1.71  -0.38  0.23
H  2.19  -1.32  0.37  0.21
H  2.18  -0.64  -1.26  0.20
H  1.74  0.72  1.31  0.32

---

ORCA calculation (wB97M-V/def2-TZVPD) on a single C4H7NO molecule in a non-equilibrium geometry.

Output
relative energy (zero: lowest compared OMol25 entry of this formula, charge and spin): 349.1 kJ/mol
HOMO level: -8.49 eV
SMILES: O=CCN1CC1
molar mass: 85.1 g mol⁻¹
LUMO level: 0.9 eV
max |F|: 1.2 eV/A

Each line ends with the natural charge from an NBO analysis.
Positions of all 13 atoms, in Å:
O  -0.06  -2.47  1.90  -0.51
C  -0.19  -1.38  1.41  0.43
C  -0.32  -1.14  -0.08  -0.31
N  -0.02  0.17  -0.50  -0.46
C  1.00  1.02  -0.88  -0.19
C  -0.45  1.48  -0.34  -0.22
H  -0.24  -0.46  2.04  0.10
H  -1.37  -1.33  -0.36  0.22
H  0.31  -1.84  -0.63  0.23
H  1.19  1.24  -1.93  0.18
H  1.95  0.96  -0.30  0.18
H  -0.41  2.05  0.59  0.17
H  -1.38  1.70  -0.91  0.18

---

ORCA calculation (wB97M-V/def2-TZVPD) on a single C4H7NO molecule.

Output
relative energy (zero: lowest compared OMol25 entry of this formula, charge and spin): 125.1 kJ/mol
HOMO level: -9.60 eV
SMILES: O=CNC1CC1
molar mass: 85.1 g mol⁻¹
LUMO level: 1.0 eV
max |F|: 0.4 eV/A

Each line ends with the natural charge from an NBO analysis.
Positions of all 13 atoms, in Å:
O  -2.82  -1.13  1.23  -0.60
C  -1.97  -0.85  0.42  0.54
N  -0.71  -0.43  0.71  -0.62
C  0.31  -0.30  -0.28  -0.07
C  1.59  0.38  0.12  -0.42
C  0.64  1.07  -0.82  -0.42
H  -2.14  -0.91  -0.68  0.10
H  -0.46  -0.46  1.69  0.40
H  0.40  -1.15  -0.95  0.21
H  1.67  0.76  1.13  0.22
H  2.51  -0.02  -0.28  0.22
H  0.92  1.15  -1.87  0.22
H  0.07  1.90  -0.43  0.22

---

ORCA calculation (wB97M-V/def2-TZVPD) on a single C4H7NO molecule.

Output
relative energy (zero: lowest compared OMol25 entry of this formula, charge and spin): 97.3 kJ/mol
HOMO level: -9.61 eV
SMILES: C[C@H]1COC=N1
molar mass: 85.1 g mol⁻¹
LUMO level: 1.0 eV
max |F|: 0.6 eV/A

Each line ends with the natural charge from an NBO analysis.
Positions of all 13 atoms, in Å:
C  1.45  0.75  0.29  -0.61
C  0.31  0.08  -0.47  -0.11
C  -0.29  -1.13  0.27  -0.10
O  -1.71  -0.96  0.12  -0.49
C  -1.86  0.31  -0.33  0.38
N  -0.84  0.98  -0.67  -0.47
H  1.84  1.61  -0.26  0.22
H  2.27  0.04  0.44  0.21
H  1.10  1.09  1.27  0.21
H  0.68  -0.21  -1.47  0.19
H  -0.06  -1.11  1.34  0.18
H  -0.01  -2.10  -0.15  0.20
H  -2.88  0.65  -0.38  0.19

---

ORCA calculation (wB97M-V/def2-TZVPD) on a single C4H7NO molecule.

Output
relative energy (zero: lowest compared OMol25 entry of this formula, charge and spin): 578.4 kJ/mol
HOMO level: -8.41 eV
molar mass: 85.1 g mol⁻¹
LUMO level: 1.0 eV
max |F|: 0.8 eV/A

Each line ends with the natural charge from an NBO analysis.
Positions of all 13 atoms, in Å:
C  0.11  1.08  1.44  -0.53
N  1.23  0.80  0.19  -0.44
C  -0.08  0.79  -0.13  -0.04
C  -0.68  -0.52  -0.68  0.02
C  0.21  -1.53  -1.30  -0.10
O  -0.29  -1.68  0.02  -0.48
H  -0.34  0.29  2.04  0.25
H  -0.13  2.12  1.68  0.23
H  1.20  1.05  1.70  0.38
H  -0.61  1.67  -0.55  0.16
H  -1.72  -0.50  -1.03  0.18
H  -0.19  -2.27  -2.00  0.18
H  1.27  -1.32  -1.39  0.20

---

ORCA calculation (wB97M-V/def2-TZVPD) on a single C4H7NO molecule in a non-equilibrium geometry.

Output
relative energy (zero: lowest compared OMol25 entry of this formula, charge and spin): 115.6 kJ/mol
HOMO level: -9.68 eV
SMILES: NC(=O)C1CC1
molar mass: 85.1 g mol⁻¹
LUMO level: 0.9 eV
max |F|: 1.8 eV/A

Each line ends with the natural charge from an NBO analysis.
Positions of all 13 atoms, in Å:
N  -0.73  -0.23  1.77  -0.83
C  0.49  -0.18  1.19  0.67
O  1.51  -0.43  1.84  -0.63
C  0.72  0.19  -0.23  -0.35
C  -0.30  0.86  -1.14  -0.41
C  0.08  -0.57  -1.38  -0.40
H  -1.59  0.00  1.30  0.39
H  -0.73  -0.45  2.75  0.41
H  1.81  0.29  -0.11  0.27
H  -1.30  1.03  -0.74  0.20
H  -0.01  1.61  -1.87  0.23
H  0.70  -0.79  -2.24  0.22
H  -0.65  -1.34  -1.14  0.21

---

> Which formula does entry 5 have?

C4H7NO

---

> What is the formula in the third record?

C4H7NO